The following is a quantum chemistry calculation of C45H40AsMnN5P2Se as an isolated structure, from OMol25.

Last column: Löwdin charge in e.
Element x y z (Å)
Mn 0.09666 0.22081 -0.19710  0.150
N 1.99445 -0.63729 1.91731  -0.304
P 1.99298 0.87500 1.12635  0.942
C 3.65085 1.20749 0.52981  -0.362
C 3.89199 1.21926 -0.84036  -0.098
C 5.17463 1.44138 -1.32214  -0.060
C 6.21521 1.64564 -0.42975  -0.049
C 5.98187 1.63189 0.94168  -0.051
C 4.70324 1.41708 1.42361  -0.076
C 1.66024 2.14857 2.35729  -0.349
C 2.07820 3.45396 2.09080  -0.083
C 1.70959 4.48902 2.93650  -0.056
C 0.93141 4.22871 4.05667  -0.054
C 0.52079 2.93119 4.33164  -0.065
C 0.87595 1.89545 3.48052  -0.105
P 0.94005 -1.61901 0.97807  0.894
C 1.97563 -2.51600 -0.18824  -0.345
C 2.71818 -3.64965 0.13156  -0.054
C 3.52994 -4.23288 -0.82778  -0.046
C 3.60210 -3.69129 -2.10629  -0.046
C 2.85936 -2.56565 -2.43713  -0.059
C 2.04619 -1.98863 -1.47480  -0.135
C 0.23315 -2.83256 2.09528  -0.364
C 0.75829 -3.12027 3.35242  -0.083
C 0.16899 -4.10188 4.13798  -0.054
C -0.93370 -4.80064 3.67012  -0.049
C -1.45327 -4.52691 2.41088  -0.054
C -0.87339 -3.54363 1.62747  -0.102
H 2.08947 -0.71812 2.92155  0.059
H 3.07731 1.04449 -1.53404  0.073
H 5.36268 1.45181 -2.38726  0.113
H 7.21665 1.81732 -0.80118  0.117
H 6.79934 1.79154 1.63154  0.117
H 4.52307 1.41799 2.49229  0.116
H 2.70143 3.66050 1.22871  0.112
H 2.04503 5.49674 2.73054  0.116
H 0.65702 5.03514 4.72363  0.116
H -0.07051 2.72589 5.21450  0.116
H 0.54517 0.88816 3.70650  0.096
H 2.65926 -4.07897 1.12467  0.114
H 4.10661 -5.11431 -0.58237  0.118
H 4.23552 -4.15402 -2.85109  0.118
H 2.90977 -2.15385 -3.43621  0.114
H 1.44540 -1.11510 -1.75195  0.062
H 1.63639 -2.60809 3.72649  0.101
H 0.57889 -4.32618 5.11341  0.117
H -1.38639 -5.56621 4.28561  0.118
H -2.30696 -5.08051 2.04349  0.116
H -1.26998 -3.33879 0.63900  0.081
Se -2.80584 7.18620 0.66434  1.210
N -1.77734 6.44756 -0.58114  -0.206
C -1.61795 5.19342 -0.24866  -0.335
C -0.83262 4.24679 -1.03982  -0.065
C -0.18967 4.58179 -2.23161  0.046
C 0.52406 3.60867 -2.90089  -0.001
C 0.58385 2.32503 -2.36705  -0.105
N -0.02591 1.99109 -1.23347  -0.001
C -0.72337 2.94091 -0.57717  -0.143
C -1.37081 2.51809 0.66021  -0.138
N -1.17252 1.23469 1.01294  -0.003
C -1.77673 0.76607 2.10186  -0.113
C -2.60246 1.55942 2.89115  -0.006
C -2.77968 2.88639 2.55515  0.043
C -2.15137 3.38557 1.41452  -0.064
C -2.27136 4.76872 0.95764  -0.336
N -2.95649 5.68093 1.59597  -0.206
H -0.26353 5.59348 -2.60831  0.133
H 1.03467 3.82542 -3.82800  0.124
H 1.13133 1.53872 -2.87331  0.117
H -1.59059 -0.27373 2.34709  0.116
H -3.07999 1.13251 3.76151  0.126
H -3.39753 3.54653 3.14989  0.133
C -3.31234 -1.24656 -0.38764  -0.247
As -1.81445 -0.69922 -1.48703  1.149
C -2.68759 0.54576 -2.68305  -0.257
C -1.44679 -2.24805 -2.63656  -0.306
C -2.67573 -2.85658 -3.24254  -0.324
C -3.34379 -3.89082 -2.59195  -0.068
C -4.49586 -4.44009 -3.13535  -0.065
C -4.99334 -3.95890 -4.33807  -0.068
C -4.32914 -2.93593 -4.99954  -0.063
C -3.17668 -2.38914 -4.45458  -0.062
H -3.99452 -1.84679 -0.98835  0.036
H -3.82673 -0.34969 -0.04328  0.037
H -2.98143 -1.81782 0.47664  0.012
H -3.53687 0.05674 -3.15778  0.037
H -1.99184 0.89332 -3.44547  0.033
H -3.03878 1.40242 -2.10741  0.032
H -0.90128 -2.96701 -2.02170  0.067
H -0.75533 -1.89051 -3.40251  0.080
H -2.94902 -4.28389 -1.66055  0.110
H -4.99966 -5.25022 -2.62529  0.111
H -5.88841 -4.38968 -4.76564  0.112
H -4.70242 -2.57097 -5.94695  0.112
H -2.65086 -1.60517 -4.98850  0.113

Cartesian forces (eV/Å) of the 6 atoms listed first:
0.076 -0.008 -0.457
-0.462 0.157 0.164
-0.251 -0.250 0.036
0.036 0.025 0.015
0.014 -0.027 -0.007
-0.021 -0.006 0.005

LUMO level (spin up / spin down), eV: -5.60 / -5.60
Multiplicity: 2
E, eV: -230836.8671
⟨S²⟩: 0.936
Net charge: +2